{"formula": "C50H57O5SSi2W", "method": "ωB97M-V with the def2-TZVPD basis set", "elements": ["W", "C", "C", "C", "O", "C", "C", "O", "C", "O", "C", "C", "C", "C", "C", "C", "C", "C", "C", "C", "C", "C", "C", "O", "C", "C", "C", "C", "C", "C", "C", "C", "C", "C", "C", "C", "H", "H", "H", "H", "H", "H", "H", "H", "H", "H", "H", "H", "H", "H", "H", "H", "H", "H", "H", "H", "H", "H", "H", "H", "H", "H", "H", "H", "C", "Si", "C", "C", "C", "Si", "C", "C", "C", "H", "H", "H", "H", "H", "H", "H", "H", "H", "H", "H", "H", "H", "H", "H", "H", "H", "H", "H", "O", "S", "C", "C", "C", "C", "C", "C", "C", "C", "C", "C", "C", "C", "H", "H", "H", "H", "H", "H", "H", "H", "H", "H"], "positions_angstrom": [[-0.35, -0.85, 1.02], [3.93, 2.70, -2.97], [3.55, 2.25, -1.58], [4.43, 2.87, -0.51], [3.57, 0.83, -1.54], [2.41, 0.31, -0.93], [1.53, 1.55, -0.67], [2.18, 2.60, -1.34], [0.09, 1.36, -1.22], [-0.54, 0.34, -0.51], [0.08, 1.00, -2.72], [-0.45, -0.21, -3.15], [-0.48, -0.51, -4.51], [0.01, 0.39, -5.44], [0.53, 1.60, -5.01], [0.57, 1.91, -3.66], [-0.81, 2.68, -1.06], [-0.19, 3.96, -1.42], [-0.78, 4.85, -2.26], [-2.01, 4.53, -2.86], [-2.65, 3.30, -2.62], [-2.06, 2.40, -1.79], [2.72, -0.58, 0.32], [1.54, -0.60, 1.07], [3.06, -1.99, -0.14], [2.62, -3.09, 0.60], [2.91, -4.38, 0.20], [3.67, -4.60, -0.94], [4.12, -3.52, -1.69], [3.81, -2.22, -1.29], [3.83, 0.02, 1.19], [3.49, 0.78, 2.30], [4.48, 1.38, 3.08], [5.81, 1.20, 2.76], [6.16, 0.42, 1.67], [5.17, -0.16, 0.89], [4.98, 2.45, -3.15], [3.81, 3.78, -3.06], [3.32, 2.20, -3.71], [5.46, 2.51, -0.64], [4.10, 2.59, 0.49], [4.42, 3.95, -0.61], [1.91, -0.34, -1.66], [1.47, 1.75, 0.41], [-0.84, -0.92, -2.44], [-0.90, -1.45, -4.83], [-0.02, 0.15, -6.50], [0.92, 2.31, -5.73], [1.01, 2.84, -3.35], [0.74, 4.21, -0.93], [-0.32, 5.81, -2.47], [-2.48, 5.24, -3.52], [-3.59, 3.08, -3.11], [-2.51, 1.43, -1.62], [2.02, -2.93, 1.49], [2.55, -5.22, 0.78], [3.90, -5.61, -1.26], [4.70, -3.68, -2.58], [4.16, -1.39, -1.89], [2.45, 0.89, 2.58], [4.19, 1.97, 3.95], [6.58, 1.66, 3.37], [7.20, 0.27, 1.42], [5.46, -0.77, 0.04], [-0.26, -1.46, 6.04], [0.33, -1.99, 4.34], [2.20, -2.06, 4.38], [-0.42, -3.65, 3.90], [-0.25, -0.67, 3.13], [-1.99, -0.14, 2.83], [-1.18, 2.87, 0.45], [-3.35, -1.33, 3.29], [-2.44, 1.61, 3.30], [0.04, -2.18, 6.80], [-1.35, -1.37, 6.07], [0.17, -0.49, 6.31], [2.53, -2.87, 5.03], [2.59, -1.13, 4.79], [2.66, -2.20, 3.40], [0.09, -4.45, 4.43], [-0.35, -3.85, 2.83], [-1.47, -3.69, 4.18], [0.33, 0.25, 3.29], [-1.75, 2.01, 0.79], [-0.26, 2.96, 1.03], [-1.78, 3.77, 0.59], [-3.18, -2.31, 2.85], [-4.33, -0.97, 2.96], [-3.39, -1.44, 4.38], [-1.58, 2.29, 3.24], [-2.78, 1.61, 4.34], [-3.25, 2.00, 2.69], [-0.99, -2.39, 0.75], [-4.62, -2.64, 0.09], [-4.01, -2.65, -1.58], [-4.72, -2.08, -2.63], [-4.27, -2.25, -3.93], [-3.14, -3.01, -4.19], [-2.42, -3.57, -3.14], [-2.85, -3.38, -1.83], [-5.16, -0.97, 0.30], [-6.39, -0.74, 0.92], [-6.79, 0.56, 1.20], [-5.99, 1.64, 0.85], [-4.78, 1.41, 0.22], [-4.35, 0.11, -0.04], [-5.62, -1.52, -2.43], [-4.83, -1.82, -4.75], [-2.82, -3.18, -5.21], [-1.54, -4.16, -3.34], [-2.29, -3.80, -1.00], [-7.02, -1.58, 1.18], [-7.75, 0.73, 1.69], [-6.32, 2.65, 1.05], [-4.15, 2.25, -0.05], [-3.39, -0.09, -0.49]], "e_tot_ev": -91425.04210, "total_charge": 1, "e_lumo_ha": -0.1916, "e_homo_ev": -10.1230, "mol_weight_g_mol": 1010.08, "relative_energy_kcal_mol": 53.66, "gap_ev": 4.91}

***

{"formula": "C50H60Cl10N5O3S", "method": "ωB97M-V with the def2-TZVPD basis set", "elements": ["C", "C", "C", "N", "C", "C", "N", "C", "C", "C", "C", "C", "C", "C", "S", "C", "N", "N", "C", "O", "C", "C", "C", "C", "C", "N", "C", "O", "O", "H", "H", "H", "H", "H", "H", "H", "H", "H", "H", "H", "H", "H", "H", "H", "H", "H", "H", "H", "H", "H", "H", "H", "H", "H", "H", "H", "H", "H", "H", "H", "H", "H", "H", "H", "H", "H", "H", "H", "H", "Cl", "C", "C", "Cl", "C", "C", "C", "C", "H", "H", "H", "H", "Cl", "C", "C", "Cl", "C", "C", "C", "C", "H", "H", "H", "H", "Cl", "C", "C", "Cl", "C", "C", "C", "C", "H", "H", "H", "H", "Cl", "C", "C", "Cl", "C", "C", "C", "C", "H", "H", "H", "H", "Cl", "C", "C", "Cl", "C", "C", "C", "C", "H", "H", "H", "H"], "positions_angstrom": [[-2.27, -3.95, 0.60], [-2.43, -5.03, -0.56], [-2.35, -4.42, -2.01], [-2.60, -2.94, -2.06], [-2.89, -2.49, -3.48], [-2.05, -3.37, -4.52], [-0.82, -3.75, -3.82], [0.32, -3.99, -4.73], [1.62, -3.16, -4.38], [2.86, -4.06, -4.78], [4.20, -3.58, -4.12], [4.66, -4.52, -2.93], [5.84, -3.78, -2.17], [5.20, -3.06, -0.93], [6.30, -1.66, -0.37], [5.06, -0.53, 0.36], [4.29, 0.13, -0.50], [3.46, 0.85, 0.33], [3.75, 0.59, 1.60], [4.80, -0.31, 1.67], [-1.02, -4.82, -2.81], [-1.35, -6.26, -3.43], [-0.14, -7.26, -3.45], [-0.04, -8.22, -2.22], [1.30, -9.07, -2.40], [1.12, -10.51, -2.08], [0.22, -4.81, -1.88], [0.36, -3.51, -1.27], [1.38, -3.63, -0.34], [-1.28, -3.44, 0.59], [-3.11, -3.20, 0.61], [-2.31, -4.54, 1.56], [-1.78, -5.92, -0.40], [-3.48, -5.41, -0.44], [-3.19, -4.89, -2.59], [-3.46, -2.75, -1.54], [-1.83, -2.39, -1.66], [-3.98, -2.50, -3.72], [-2.56, -1.42, -3.53], [-2.71, -4.24, -4.81], [-1.89, -2.70, -5.39], [0.62, -5.06, -4.85], [0.00, -3.65, -5.75], [1.63, -2.22, -4.98], [1.73, -2.93, -3.30], [2.72, -5.14, -4.46], [2.91, -4.11, -5.90], [4.23, -2.50, -3.85], [5.01, -3.72, -4.90], [3.82, -4.68, -2.19], [5.04, -5.50, -3.29], [6.65, -4.46, -1.82], [6.22, -2.98, -2.87], [4.26, -2.55, -1.26], [4.95, -3.76, -0.09], [3.21, 1.02, 2.47], [-2.12, -6.71, -2.75], [-1.79, -6.20, -4.45], [0.87, -6.79, -3.59], [-0.28, -7.92, -4.35], [0.09, -7.67, -1.25], [-0.87, -8.97, -2.14], [1.54, -9.01, -3.51], [2.18, -8.60, -1.89], [0.90, -11.00, -2.95], [2.04, -10.87, -1.82], [1.19, -5.02, -2.41], [0.18, -5.55, -1.04], [1.81, -2.76, -0.34], [-0.68, 4.55, 2.99], [0.78, 4.38, 3.90], [1.45, 3.16, 4.00], [0.88, 1.74, 3.20], [2.61, 3.07, 4.75], [3.11, 4.19, 5.40], [2.45, 5.41, 5.30], [1.29, 5.50, 4.55], [3.14, 2.13, 4.84], [4.02, 4.12, 5.99], [2.84, 6.28, 5.81], [0.77, 6.45, 4.47], [-8.22, 5.87, 3.51], [-6.55, 5.64, 3.12], [-5.95, 6.33, 2.07], [-6.80, 7.47, 1.10], [-4.60, 6.11, 1.79], [-3.87, 5.20, 2.54], [-4.48, 4.52, 3.59], [-5.82, 4.74, 3.87], [-4.13, 6.64, 0.97], [-2.82, 5.03, 2.32], [-3.91, 3.82, 4.18], [-6.29, 4.20, 4.69], [-1.80, 12.74, -1.25], [-3.36, 12.26, -0.68], [-3.58, 11.00, -0.12], [-2.31, 9.84, 0.06], [-4.85, 10.66, 0.32], [-5.90, 11.56, 0.21], [-5.68, 12.81, -0.34], [-4.41, 13.16, -0.79], [-5.03, 9.68, 0.76], [-6.89, 11.28, 0.55], [-6.49, 13.52, -0.43], [-4.24, 14.14, -1.22], [-6.03, 9.50, 8.93], [-7.50, 9.29, 8.05], [-7.52, 8.88, 6.72], [-6.06, 8.52, 5.85], [-8.73, 8.74, 6.05], [-9.92, 9.01, 6.71], [-9.90, 9.42, 8.03], [-8.70, 9.56, 8.70], [-8.74, 8.42, 5.02], [-10.86, 8.90, 6.18], [-10.83, 9.63, 8.55], [-8.69, 9.88, 9.74], [9.86, -3.49, -3.43], [10.54, -4.59, -2.29], [10.09, -4.67, -0.97], [8.81, -3.67, -0.39], [10.68, -5.56, -0.09], [11.72, -6.38, -0.51], [12.16, -6.31, -1.83], [11.58, -5.42, -2.71], [10.34, -5.62, 0.94], [12.17, -7.08, 0.18], [12.97, -6.96, -2.16], [11.93, -5.37, -3.73]], "e_tot_ev": -202464.90142, "total_charge": 1, "e_lumo_ha": -0.0933, "e_homo_ev": -10.0909, "mol_weight_g_mol": 1165.66, "relative_energy_kcal_mol": 57.74, "gap_ev": 7.55}

***

{"formula": "C50H60F5N10OS", "method": "ωB97M-V with the def2-TZVPD basis set", "elements": ["C", "C", "C", "C", "C", "N", "C", "S", "C", "F", "F", "C", "C", "C", "C", "C", "C", "F", "F", "F", "C", "C", "C", "C", "C", "N", "O", "H", "H", "H", "H", "H", "H", "H", "H", "H", "H", "H", "H", "H", "H", "H", "H", "H", "H", "H", "H", "N", "C", "C", "C", "C", "H", "H", "H", "H", "H", "N", "C", "C", "C", "C", "H", "H", "H", "H", "H", "N", "C", "C", "C", "C", "H", "H", "H", "H", "H", "N", "C", "C", "C", "C", "H", "H", "H", "H", "H", "N", "C", "C", "C", "C", "H", "H", "H", "H", "H", "N", "C", "C", "C", "C", "H", "H", "H", "H", "H", "N", "C", "C", "C", "C", "H", "H", "H", "H", "H", "N", "C", "C", "C", "C", "H", "H", "H", "H", "H"], "positions_angstrom": [[-1.16, -5.99, -1.52], [-0.78, -4.74, -2.51], [-1.38, -5.13, -3.95], [0.83, -4.63, -2.46], [1.33, -3.39, -3.35], [1.63, -3.83, -4.78], [2.64, -4.62, -4.83], [3.80, -5.82, -4.77], [2.66, -2.81, -2.60], [3.48, -1.99, -3.47], [3.43, -3.86, -1.97], [2.29, -1.82, -1.37], [2.28, -0.26, -1.50], [1.95, 0.69, -0.32], [1.59, 0.13, 1.08], [1.63, -1.42, 1.26], [1.28, -2.12, 2.67], [-0.07, -2.62, 2.51], [2.08, -3.26, 2.92], [1.22, -1.21, 3.75], [1.98, -2.36, 0.08], [0.21, -2.22, -3.56], [-1.05, -2.26, -2.58], [-0.99, -0.95, -1.61], [-2.37, -1.96, -3.52], [-1.33, -3.53, -1.87], [-1.15, -3.48, -0.58], [-2.17, -5.81, -1.00], [-1.09, -7.00, -2.04], [-0.38, -6.01, -0.67], [-1.50, -6.28, -4.01], [-0.79, -4.76, -4.85], [-2.47, -4.72, -3.97], [1.25, -5.65, -2.75], [1.09, -4.50, -1.34], [2.53, 0.19, -2.51], [1.96, 1.83, -0.48], [1.31, 0.81, 1.96], [1.98, -3.49, 0.30], [-0.19, -2.26, -4.64], [0.67, -1.16, -3.47], [-2.05, -0.81, -1.21], [-0.29, -1.08, -0.73], [-0.75, 0.00, -2.23], [-2.35, -0.84, -3.72], [-2.33, -2.59, -4.48], [-3.28, -2.17, -2.86], [-3.88, 1.44, -1.80], [-3.25, 2.23, -0.87], [-2.90, 3.41, -1.47], [-3.34, 3.34, -2.82], [-3.94, 2.12, -2.99], [-4.23, 0.52, -1.63], [-3.10, 1.87, 0.14], [-2.39, 4.23, -1.00], [-3.23, 4.10, -3.58], [-4.41, 1.67, -3.85], [3.02, 2.27, 4.71], [4.30, 2.59, 5.07], [5.08, 1.47, 4.89], [4.23, 0.44, 4.40], [2.97, 0.97, 4.30], [2.23, 2.90, 4.75], [4.55, 3.58, 5.42], [6.14, 1.40, 5.08], [4.52, -0.57, 4.15], [2.04, 0.53, 3.97], [-2.10, -1.72, -8.07], [-2.64, -2.59, -8.98], [-4.00, -2.37, -9.02], [-4.28, -1.33, -8.10], [-3.09, -0.94, -7.53], [-1.12, -1.66, -7.84], [-2.02, -3.28, -9.52], [-4.70, -2.90, -9.63], [-5.25, -0.91, -7.88], [-2.87, -0.19, -6.80], [2.30, 4.81, 1.10], [2.70, 4.38, 2.34], [2.13, 5.19, 3.28], [1.34, 6.15, 2.59], [1.46, 5.88, 1.24], [2.57, 4.40, 0.23], [3.37, 3.53, 2.44], [2.25, 5.11, 4.35], [0.75, 6.94, 3.02], [1.03, 6.37, 0.38], [1.84, -0.91, -7.56], [2.46, -0.13, -6.63], [2.81, 1.05, -7.24], [2.37, 0.98, -8.59], [1.77, -0.24, -8.76], [1.48, -1.84, -7.40], [2.60, -0.48, -5.62], [3.32, 1.88, -6.76], [2.48, 1.74, -9.34], [1.31, -0.69, -9.62], [5.56, 0.96, 9.53], [6.19, 1.75, 10.46], [6.54, 2.93, 9.85], [6.10, 2.85, 8.50], [5.49, 1.63, 8.34], [5.19, 0.04, 9.70], [6.34, 1.40, 11.47], [7.06, 3.75, 10.32], [6.21, 3.61, 7.74], [5.02, 1.18, 7.47], [-0.80, 0.68, 5.74], [-1.35, -0.19, 4.83], [-2.70, 0.04, 4.81], [-2.98, 1.09, 5.72], [-1.78, 1.47, 6.28], [0.18, 0.74, 5.97], [-0.73, -0.88, 4.29], [-3.42, -0.49, 4.19], [-3.94, 1.51, 5.95], [-1.55, 2.22, 7.01], [-6.59, 1.95, 4.89], [-6.82, 2.70, 3.77], [-7.67, 3.72, 4.11], [-7.96, 3.59, 5.50], [-7.28, 2.49, 5.95], [-6.01, 1.13, 4.94], [-6.36, 2.44, 2.83], [-8.04, 4.48, 3.45], [-8.59, 4.23, 6.09], [-7.22, 2.04, 6.93]], "s_squared": 0.754, "multiplicity": 2, "e_tot_ev": -94183.40541, "total_charge": 0, "e_lumo_ha": [-0.0291, -0.0292], "e_homo_ev": [-8.1845, -8.1845], "mol_weight_g_mol": 944.16, "gap_ev": [7.39, 7.39]}